{
  "formula": "C20H58CrO18",
  "method": "ωB97M-V/def2-TZVPD",
  "species": ["Cr", "C", "C", "O", "H", "H", "H", "H", "H", "C", "C", "O", "H", "H", "H", "H", "H", "C", "C", "O", "O", "H", "H", "H", "H", "H", "H", "C", "C", "O", "O", "H", "H", "H", "H", "H", "H", "C", "C", "O", "O", "H", "H", "H", "H", "H", "H", "C", "C", "O", "O", "H", "H", "H", "H", "H", "H", "C", "C", "O", "O", "H", "H", "H", "H", "H", "H", "C", "C", "O", "O", "H", "H", "H", "H", "H", "H", "C", "C", "O", "O", "H", "H", "H", "H", "H", "H", "C", "C", "O", "O", "H", "H", "H", "H", "H", "H"],
  "xyz": [[-0.7380, -2.9398, -1.5084], [-3.1581, 0.5685, -2.9384], [-3.2302, -0.9605, -3.1014], [-2.3897, -1.6785, -2.2785], [-3.6345, 0.9501, -2.0353], [-3.7892, 1.0370, -3.6936], [-2.1013, 0.8343, -2.9602], [-2.8756, -1.0236, -4.1302], [-4.2463, -1.3275, -2.9572], [-0.8062, 0.6796, -0.1368], [0.1237, -0.4269, 0.4905], [0.4536, -1.5165, -0.3333], [-1.0236, 1.3492, 0.6953], [-1.8337, 0.4087, -0.3800], [-0.2238, 1.2047, -0.8938], [-0.2914, -0.7474, 1.4461], [0.9839, 0.2101, 0.6959], [-2.1643, 0.5130, 4.4425], [-0.8237, -0.1124, 4.0503], [-0.2638, -0.5696, 5.2584], [-3.0281, -0.5677, 4.8736], [-2.5630, 0.7404, 3.4538], [-2.1367, 1.4411, 5.0134], [-0.0282, 0.4767, 3.5940], [-0.9400, -1.0640, 3.5315], [-0.1435, -0.0439, 6.0526], [-3.2688, -0.4177, 5.7908], [4.2826, 1.8390, -0.0775], [3.7545, 2.4565, 1.2380], [4.4194, 2.1470, 2.4403], [5.6477, 2.0739, -0.4156], [3.6585, 2.1005, -0.9320], [4.2796, 0.7575, 0.0580], [2.7238, 2.1145, 1.3313], [3.7366, 3.5414, 1.1334], [4.3550, 1.1893, 2.4586], [5.8894, 1.4507, -1.1048], [-4.4963, -1.5997, 1.2086], [-4.9703, -0.1879, 1.4497], [-5.4128, 0.1887, 2.6758], [-3.2770, -1.8596, 1.9716], [-4.2265, -1.7346, 0.1611], [-5.2786, -2.3497, 1.3259], [-5.6917, 0.0090, 0.6566], [-4.3477, 0.6193, 1.0638], [-5.2934, -0.5284, 3.3028], [-3.2779, -1.3933, 2.8108], [-0.2700, -5.5296, 0.3530], [-1.1477, -4.5703, 1.2517], [-1.8686, -3.6287, 0.3549], [0.4641, -4.7286, -0.6380], [-0.9009, -6.2530, -0.1635], [0.3964, -6.0314, 1.0546], [-0.4759, -3.9672, 1.8626], [-1.7928, -5.0462, 1.9902], [-2.2052, -2.9236, 0.9127], [1.0721, -5.3475, -1.0489], [0.0174, 3.1987, -3.6342], [0.6577, 1.8669, -3.4818], [1.1907, 1.4525, -4.7192], [0.9580, 4.0993, -3.9485], [-0.6994, 3.3993, -2.8379], [-0.5868, 3.0147, -4.5225], [-0.0147, 1.0655, -3.1759], [1.5705, 1.8418, -2.8867], [1.7266, 2.1680, -5.0691], [1.3928, 4.5035, -3.1940], [-2.0543, 5.0766, 0.1819], [-0.6926, 5.7114, 0.5900], [0.3026, 4.7956, 0.2084], [-2.1146, 5.2396, -1.1782], [-2.7763, 5.8302, 0.4964], [-2.1353, 4.0892, 0.6363], [-0.7107, 5.8466, 1.6714], [-0.3853, 6.6801, 0.1960], [-0.0889, 4.3116, -0.5224], [-2.9619, 4.8537, -1.4121], [3.2990, -1.4912, -3.8134], [3.4087, -0.4791, -2.6359], [4.4985, -0.7775, -1.7347], [2.0318, -1.4013, -4.5018], [3.3787, -2.5264, -3.4818], [4.0383, -1.3879, -4.6078], [2.4558, -0.3771, -2.1167], [3.6150, 0.5400, -2.9629], [4.1041, -1.3208, -1.0485], [1.9828, -0.5302, -4.9024], [2.7463, -3.6127, 1.8414], [3.3648, -2.2337, 1.6200], [3.1084, -1.8773, 0.2428], [2.9390, -4.0431, 3.1981], [3.2630, -4.3639, 1.2440], [1.6762, -3.6606, 1.6399], [4.4547, -2.2195, 1.6277], [3.0859, -1.5505, 2.4223], [2.1572, -1.8192, 0.1276], [2.1906, -3.7384, 3.7164]],
  "lowdin_charge": [1.030, -0.101, -0.445, -0.389, 0.049, 0.067, 0.045, 0.093, 0.095, -0.057, -0.364, -0.370, 0.053, 0.047, 0.055, 0.068, 0.088, -0.195, -0.234, -0.093, -0.070, 0.099, 0.132, 0.122, 0.104, 0.090, 0.092, -0.234, -0.243, -0.048, -0.064, 0.108, 0.092, 0.102, 0.119, 0.073, 0.071, -0.158, -0.311, -0.019, -0.085, 0.117, 0.125, 0.118, 0.116, 0.087, 0.046, -0.142, -0.128, -0.133, -0.119, 0.122, 0.126, 0.104, 0.129, 0.040, 0.112, -0.306, -0.254, -0.073, -0.010, 0.112, 0.134, 0.106, 0.106, 0.092, 0.110, -0.265, -0.235, -0.074, -0.056, 0.118, 0.125, 0.111, 0.119, 0.052, 0.098, -0.200, -0.215, -0.099, -0.095, 0.111, 0.112, 0.105, 0.103, 0.018, 0.044, -0.222, -0.183, -0.102, -0.072, 0.124, 0.090, 0.127, 0.116, 0.017, 0.077],
  "spin_multiplicity": 5,
  "e_above_lowest_ev": 3.281
}

{
  "formula": "C20H58N2O10",
  "method": "ωB97M-V/def2-TZVPD",
  "species": ["C", "O", "H", "H", "H", "H", "C", "O", "H", "H", "H", "H", "C", "C", "C", "C", "C", "C", "N", "O", "C", "C", "C", "H", "H", "H", "H", "H", "H", "H", "H", "H", "H", "H", "H", "H", "H", "H", "H", "H", "H", "H", "C", "C", "C", "C", "C", "C", "N", "O", "C", "C", "C", "H", "H", "H", "H", "H", "H", "H", "H", "H", "H", "H", "H", "H", "H", "H", "H", "H", "H", "H", "O", "H", "H", "O", "H", "H", "O", "H", "H", "O", "H", "H", "O", "H", "H", "O", "H", "H"],
  "xyz": [[-4.4651, -4.7307, -1.7388], [-4.0710, -3.3872, -1.5505], [-5.5352, -4.8566, -1.5867], [-4.1476, -5.0095, -2.7516], [-3.8958, -5.3766, -1.0730], [-4.3104, -3.1058, -0.6542], [-3.8258, -2.0512, 2.3476], [-4.0486, -2.7379, 1.1275], [-3.1823, -1.2050, 2.0788], [-4.7054, -1.6721, 2.8309], [-3.3786, -2.6977, 3.1016], [-3.4308, -3.4635, 1.0038], [2.8609, -0.9513, 2.0638], [3.4799, -1.1532, 0.7203], [4.5394, -2.2537, 0.9186], [4.8918, -2.9568, -0.3660], [3.6528, -3.4677, -1.1392], [2.7847, -2.2569, -1.4295], [2.3862, -1.6144, -0.1476], [1.4612, -0.6121, -0.3961], [3.4789, -1.3636, -2.4597], [1.4843, -2.8695, -1.9642], [4.0494, 0.2244, 0.3268], [2.0395, -0.1916, 2.1064], [3.5975, -0.6048, 2.7583], [2.3820, -1.8716, 2.3649], [5.4380, -1.8509, 1.4082], [4.1047, -2.9777, 1.6290], [5.4839, -3.8230, -0.0940], [5.5397, -2.3175, -0.9940], [3.0274, -4.1963, -0.5889], [3.8931, -3.9640, -2.0717], [2.9757, -0.4002, -2.5961], [4.5212, -1.2344, -2.2751], [3.3898, -1.8308, -3.4346], [1.6931, -3.4774, -2.8369], [1.0484, -3.5185, -1.1909], [0.8043, -2.0811, -2.2517], [4.7434, 0.2331, -0.5145], [4.6741, 0.5323, 1.1538], [3.2303, 0.9905, 0.2488], [1.8935, 0.1903, -0.7350], [-0.7993, 5.7848, 1.1522], [-0.0449, 4.9115, 0.0969], [1.3947, 4.6281, 0.4980], [1.4965, 3.7259, 1.7570], [0.7386, 2.4645, 1.5006], [-0.6572, 2.6003, 0.9111], [-0.5906, 3.5610, -0.1759], [-1.9488, 3.6565, -0.6206], [-1.1510, 1.2758, 0.2551], [-1.6732, 2.9453, 2.0645], [-0.0900, 5.6665, -1.2184], [-0.6276, 5.5317, 2.2189], [-1.8603, 5.7875, 1.0102], [-0.5398, 6.8449, 1.0189], [1.8424, 4.0532, -0.3277], [1.8823, 5.5847, 0.6816], [1.1768, 4.1763, 2.6867], [2.5309, 3.4915, 1.9575], [0.6872, 1.8075, 2.3745], [1.2284, 1.8303, 0.7384], [-2.1644, 1.2486, -0.0818], [-0.5434, 1.0532, -0.6105], [-0.9672, 0.4188, 0.9680], [-1.7192, 2.1018, 2.7457], [-1.4541, 3.8647, 2.5742], [-2.6236, 2.8552, 1.5094], [0.0468, 4.9603, -2.0313], [0.6783, 6.4475, -1.2361], [-1.0681, 6.1661, -1.2793], [-1.9336, 3.9655, -1.5205], [-1.8663, -1.7288, -0.7670], [-1.5730, -1.1776, -1.5425], [-2.2960, -2.4681, -1.1862], [-2.3179, -4.8519, 0.9584], [-2.5435, -5.1330, 1.8531], [-1.4363, -4.4864, 1.0184], [-0.1031, -2.8392, 1.1834], [-0.7617, -2.2949, 0.7517], [0.7442, -2.4321, 0.9456], [-3.9832, 2.1551, -1.9294], [-4.2338, 1.3350, -1.4645], [-3.8592, 2.7496, -1.1634], [-1.4974, 0.0781, -2.6786], [-1.4180, -0.1540, -3.6198], [-2.0523, 0.8722, -2.5545], [-4.1793, -0.0166, -0.4409], [-3.4777, -0.6607, -0.2971], [-4.9446, -0.3946, -0.0327]],
  "lowdin_charge": [-0.144, -0.141, 0.080, 0.084, 0.062, 0.033, -0.119, -0.162, 0.078, 0.072, 0.083, 0.012, -0.050, -0.518, -0.125, -0.176, -0.126, -0.514, -0.110, -0.041, -0.014, -0.031, -0.013, 0.092, 0.084, 0.083, 0.131, 0.126, 0.105, 0.109, 0.131, 0.120, 0.089, 0.053, 0.088, 0.084, 0.088, 0.070, 0.079, 0.081, 0.082, 0.079, -0.028, -0.518, -0.118, -0.165, -0.160, -0.490, -0.070, -0.050, -0.025, -0.003, -0.041, 0.071, 0.072, 0.086, 0.129, 0.120, 0.105, 0.103, 0.122, 0.093, 0.040, 0.062, 0.109, 0.079, 0.049, 0.085, 0.088, 0.092, 0.088, 0.087, -0.077, 0.025, 0.023, -0.025, 0.070, 0.024, -0.068, -0.010, 0.002, -0.088, -0.018, 0.029, -0.048, 0.079, 0.052, -0.038, 0.010, 0.053],
  "spin_multiplicity": 1,
  "smiles": "CC1(C)CCCC(C)(C)N1O.CC1(C)CCCC(C)(C)N1O.CO.CO.O.O.O.O.O.O",
  "e_above_lowest_ev": 0.000
}

{
  "formula": "C20H59ClN6O9",
  "method": "ωB97M-V/def2-TZVPD",
  "species": ["N", "H", "H", "H", "H", "Cl", "O", "O", "O", "O", "C", "C", "C", "O", "C", "N", "H", "H", "H", "H", "H", "H", "H", "H", "H", "H", "H", "C", "C", "C", "O", "C", "N", "H", "H", "H", "H", "H", "H", "H", "H", "H", "H", "H", "C", "C", "C", "O", "C", "N", "H", "H", "H", "H", "H", "H", "H", "H", "H", "H", "H", "C", "C", "C", "O", "C", "N", "H", "H", "H", "H", "H", "H", "H", "H", "H", "H", "H", "C", "C", "C", "O", "C", "N", "H", "H", "H", "H", "H", "H", "H", "H", "H", "H", "H"],
  "xyz": [[-32.9355, 18.9949, -21.7830], [-33.6023, 18.6750, -22.4709], [-32.0150, 19.0604, -22.1936], [-32.7654, 18.3284, -21.0435], [-33.1134, 19.9040, -21.3806], [-35.8508, 19.0754, -27.0585], [-37.0060, 19.8167, -26.5947], [-34.8564, 18.9461, -25.9906], [-36.2473, 17.8160, -27.5713], [-35.1889, 19.9087, -28.0254], [-30.0797, 14.3148, -28.1559], [-30.7162, 15.7315, -28.0154], [-31.4614, 16.1967, -29.3182], [-30.7015, 16.1301, -30.4685], [-31.3157, 16.7687, -31.5599], [-31.5374, 15.5879, -26.8439], [-30.8728, 13.6780, -28.5479], [-29.6644, 13.8533, -27.2600], [-29.2911, 14.2147, -28.9017], [-29.9861, 16.5308, -27.8879], [-31.7035, 17.2562, -29.2350], [-32.3514, 15.5980, -29.5117], [-30.7380, 16.7740, -32.4842], [-31.6132, 17.7894, -31.3195], [-32.2271, 16.2071, -31.7649], [-32.1307, 16.4043, -26.8824], [-32.1815, 14.8298, -27.0186], [-27.5838, 19.6394, -22.4474], [-28.0979, 18.9925, -23.6985], [-26.8843, 18.6033, -24.6399], [-26.2414, 17.4621, -24.1983], [-25.4282, 16.7912, -25.1623], [-28.8644, 17.7971, -23.4144], [-28.4007, 19.8564, -21.7591], [-27.0932, 20.5569, -22.7725], [-26.8432, 19.0654, -21.8906], [-28.7422, 19.7365, -24.1670], [-26.1452, 19.3815, -24.8303], [-27.3059, 18.4750, -25.6368], [-24.5486, 17.4286, -25.2523], [-25.9302, 16.6736, -26.1227], [-25.0987, 15.8022, -24.8436], [-28.1399, 17.2275, -23.0011], [-29.2281, 17.2828, -24.2038], [-35.6050, 24.1737, -20.5070], [-35.3005, 22.6809, -20.6009], [-36.4746, 21.9123, -21.3005], [-36.3381, 20.5510, -20.9552], [-37.4510, 19.7464, -21.2280], [-34.0618, 22.6466, -21.3296], [-35.8480, 24.6520, -21.4558], [-34.7955, 24.7670, -20.0819], [-36.5369, 24.2834, -19.9523], [-35.0774, 22.3294, -19.5936], [-36.5174, 22.1668, -22.3595], [-37.4431, 22.2529, -20.9343], [-38.4424, 20.1129, -20.9615], [-37.2266, 18.7729, -20.7920], [-37.5349, 19.5121, -22.2893], [-33.4574, 23.3804, -20.9884], [-34.1948, 22.8469, -22.3105], [-36.3604, 9.4284, -24.7770], [-36.5750, 10.5253, -25.8146], [-35.2994, 11.3647, -25.9308], [-34.7560, 11.8150, -24.6796], [-35.3778, 13.0401, -24.2267], [-37.0379, 9.9433, -27.0796], [-36.1451, 9.8029, -23.7762], [-35.5568, 8.7639, -25.0945], [-37.2473, 8.7985, -24.7074], [-37.3516, 11.2300, -25.5174], [-35.2976, 12.1823, -26.6516], [-34.5032, 10.7037, -26.2734], [-34.6178, 13.6148, -23.6973], [-36.1429, 12.7295, -23.5152], [-35.7667, 13.6483, -25.0433], [-37.5636, 10.6826, -27.5236], [-37.8146, 9.3720, -26.7789], [-32.5602, 17.4147, -16.9970], [-31.3935, 16.8693, -17.7735], [-30.2792, 15.9997, -16.9861], [-29.6791, 16.7658, -15.9527], [-28.4233, 17.3054, -16.3703], [-31.9962, 16.1839, -18.8387], [-33.1665, 17.9996, -17.6887], [-32.2344, 18.2379, -16.3612], [-33.1099, 16.7427, -16.3379], [-30.8109, 17.6779, -18.2148], [-29.5942, 15.5862, -17.7264], [-30.6884, 15.1391, -16.4569], [-27.7847, 16.5176, -16.7700], [-27.8778, 17.7555, -15.5408], [-28.5216, 17.9417, -17.2497], [-31.3937, 15.6373, -19.4373], [-32.6767, 15.4873, -18.5708]],
  "lowdin_charge": [0.361, 0.159, 0.140, 0.130, 0.121, 0.597, -0.394, -0.450, -0.362, -0.391, -0.065, -0.420, -0.222, -0.193, -0.108, 0.027, 0.074, 0.069, 0.067, 0.127, 0.122, 0.127, 0.088, 0.087, 0.086, 0.069, 0.069, -0.082, -0.434, -0.226, -0.205, -0.074, 0.035, 0.067, 0.082, 0.082, 0.132, 0.121, 0.113, 0.087, 0.088, 0.088, 0.063, 0.072, -0.085, -0.420, -0.178, -0.198, -0.118, 0.011, 0.084, 0.077, 0.075, 0.135, 0.135, 0.119, 0.091, 0.086, 0.091, 0.064, 0.079, -0.057, -0.452, -0.209, -0.208, -0.088, 0.036, 0.076, 0.085, 0.071, 0.129, 0.120, 0.122, 0.077, 0.080, 0.088, 0.069, 0.060, -0.070, -0.451, -0.172, -0.184, -0.104, 0.004, 0.070, 0.076, 0.090, 0.126, 0.111, 0.121, 0.078, 0.091, 0.080, 0.076, 0.083],
  "spin_multiplicity": 1,
  "energy_ev": -61573.56639
}